Entry 1:
8
Properties=species:S:1:pos:R:3 method="wB97M-V/def2-TZVPD" mol_weight_g_mol=82.0 spin_multiplicity=1 relative_energy_kcal_mol=66.78
C 0.648 1.027 -0.331
O 0.326 1.950 -1.003
F 0.618 -1.740 -0.310
P 1.244 -0.559 -1.269
H 0.565 1.138 0.748
H -0.020 -0.499 -1.882
H -1.922 -0.843 2.346
H -1.459 -0.474 1.701



Entry 2:
89
Properties=species:S:1:pos:R:3 method="wB97M-V/def2-TZVPD" mol_weight_g_mol=690.8 smiles="C[C@H](O)Cc1ccc2c(c1)C(=O)c1c(CCc3ccccc3)cc(CCC(=O)O)cc1C2=O.CCOS(C)(=O)=O.CCOS(C)(=O)=O" spin_multiplicity=1 total_energy_ha=-2944.81836
C -2.080 -8.688 -0.255
C -1.082 -8.786 -1.409
O -0.533 -10.112 -1.402
C 0.049 -7.762 -1.299
C -0.138 -6.431 -1.996
C -0.973 -6.241 -3.094
C -1.074 -5.005 -3.716
C -0.326 -3.940 -3.248
C 0.502 -4.106 -2.138
C 0.583 -5.338 -1.518
C 1.294 -2.931 -1.661
O 1.460 -2.712 -0.480
C 1.810 -2.057 -2.760
C 3.058 -1.438 -2.738
C 4.019 -1.558 -1.589
C 4.199 -0.255 -0.768
C 2.974 0.624 -0.738
C 1.991 0.398 0.221
C 0.827 1.153 0.235
C 0.642 2.156 -0.705
C 1.619 2.407 -1.657
C 2.778 1.645 -1.664
C 3.429 -0.689 -3.852
C 2.607 -0.521 -4.953
C 3.038 0.306 -6.138
C 2.685 1.792 -6.007
C 1.245 2.071 -5.687
O 0.888 2.751 -4.764
O 0.369 1.529 -6.582
C 1.361 -1.138 -4.954
C 0.973 -1.901 -3.870
C -0.345 -2.602 -3.896
O -1.331 -2.115 -4.405
H -2.365 -9.676 0.094
H -1.655 -8.133 0.581
H -2.964 -8.135 -0.570
H -1.628 -8.651 -2.341
H -0.353 -10.364 -2.310
H 0.940 -8.227 -1.731
H 0.286 -7.570 -0.254
H -1.549 -7.058 -3.504
H -1.721 -4.856 -4.569
H 1.222 -5.452 -0.651
H 4.986 -1.836 -2.016
H 3.739 -2.373 -0.930
H 5.077 0.296 -1.101
H 4.393 -0.553 0.263
H 2.127 -0.388 0.952
H 0.073 0.945 0.982
H -0.272 2.735 -0.702
H 1.462 3.181 -2.393
H 3.549 1.822 -2.405
H 4.410 -0.226 -3.845
H 4.111 0.197 -6.292
H 2.540 -0.099 -7.018
H 3.304 2.284 -5.261
H 2.898 2.256 -6.974
H -0.345 1.091 -6.099
H 0.702 -1.063 -5.808
O -1.958 4.488 3.619
S -2.670 4.285 2.391
O -1.950 4.278 1.157
O -3.858 5.329 2.320
C -3.536 6.734 2.472
C -2.840 7.322 1.264
C -3.651 2.830 2.499
H -2.948 6.863 3.382
H -4.501 7.211 2.630
H -1.858 6.878 1.109
H -2.711 8.395 1.408
H -3.427 7.154 0.362
H -4.211 2.846 3.430
H -2.959 1.991 2.483
H -4.311 2.791 1.637
O -3.539 3.831 8.259
S -2.281 4.079 8.897
O -1.901 5.424 9.204
O -1.137 3.365 8.068
C -1.024 3.675 6.653
C -0.443 5.051 6.407
C -2.144 3.101 10.352
H -1.998 3.560 6.179
H -0.366 2.908 6.251
H -1.103 5.833 6.778
H -0.300 5.203 5.340
H 0.515 5.157 6.918
H -2.414 2.075 10.118
H -2.837 3.525 11.075
H -1.125 3.169 10.723



Entry 3:
48
Properties=species:S:1:pos:R:3 method="wB97M-V/def2-TZVPD" mol_weight_g_mol=412.6 spin_multiplicity=1 total_energy_ha=-2742.49542
C -0.442 -3.079 5.118
C 0.247 -2.532 3.880
C -0.487 -1.379 3.157
C -2.008 -1.498 3.160
C 0.050 -1.247 1.750
C -0.347 -2.201 0.749
C 0.096 -2.145 -0.533
P -0.497 -3.383 -1.704
S -2.413 -3.713 -1.639
C 0.995 -1.106 -0.882
N 1.545 -0.885 -2.082
S 2.465 0.412 -1.922
N 2.228 0.772 -0.385
C 1.388 -0.150 0.101
C 0.901 -0.237 1.424
H -0.479 -2.343 5.920
H -1.450 -3.421 4.894
H 0.111 -3.940 5.494
H 1.243 -2.165 4.135
H 0.411 -3.341 3.162
H -0.238 -0.440 3.658
H -2.455 -0.657 2.631
H -2.379 -2.408 2.690
H -2.385 -1.471 4.180
H -1.053 -2.973 1.024
H 0.256 -4.524 -1.389
H 0.025 -3.000 -2.944
H 1.197 0.491 2.166
C -2.199 1.392 -0.130
S -3.984 1.478 0.083
O -4.358 0.325 0.942
C -4.388 1.022 -1.607
H -1.742 1.596 0.837
H -1.925 0.391 -0.466
H -1.882 2.145 -0.851
H -3.949 0.050 -1.833
H -4.011 1.786 -2.288
H -5.471 0.966 -1.682
C 2.427 3.875 -3.703
S 3.663 5.179 -3.773
O 3.573 5.780 -5.126
C 5.084 4.078 -3.785
H 1.446 4.344 -3.731
H 2.544 3.215 -4.562
H 2.540 3.318 -2.773
H 5.013 3.405 -4.639
H 5.118 3.518 -2.850
H 5.976 4.695 -3.875



Entry 4:
44
Properties=species:S:1:pos:R:3 method="wB97M-V/def2-TZVPD" mol_weight_g_mol=459.2 spin_multiplicity=1 relative_energy_kcal_mol=0.00 charge=+1
Ga -2.187 -0.436 0.466
C -3.279 0.499 2.056
C -4.220 1.262 1.100
C -3.499 2.565 0.917
C -2.452 2.662 1.761
C -2.355 1.430 2.502
H -3.599 -0.333 2.678
H -5.168 1.437 1.624
H -3.808 3.292 0.180
H -1.784 3.501 1.880
H -1.663 1.264 3.319
N -1.861 -2.263 0.576
C -1.363 -3.120 1.217
C -0.786 -4.120 1.911
C -1.586 -5.081 2.582
N -2.243 -5.859 3.115
C 0.634 -4.083 1.963
N 1.778 -3.969 2.016
O -3.297 0.328 -0.779
O -4.535 0.587 -0.079
O -0.422 0.139 0.242
S 0.546 1.215 -0.316
C 0.657 0.874 -2.041
C 0.423 1.933 -2.905
C 0.505 1.707 -4.273
C 0.800 0.438 -4.744
C 1.023 -0.618 -3.863
C 0.961 -0.406 -2.500
C 2.109 0.652 0.295
C 3.159 1.555 0.198
C 4.413 1.154 0.629
C 4.594 -0.119 1.154
C 3.529 -1.004 1.252
C 2.268 -0.621 0.819
H 0.178 2.915 -2.520
H 0.331 2.518 -4.965
H 0.859 0.264 -5.809
H 1.255 -1.602 -4.246
H 1.153 -1.212 -1.804
H 3.009 2.548 -0.207
H 5.246 1.839 0.563
H 5.575 -0.423 1.493
H 3.667 -2.000 1.654
H 1.435 -1.308 0.888



Entry 5:
63
Properties=species:S:1:pos:R:3 method="wB97M-V/def2-TZVPD" mol_weight_g_mol=868.8 spin_multiplicity=2 relative_energy_kcal_mol=12.16
Ca 1.257 -1.700 -0.286
C -4.314 -2.758 1.156
N -4.288 -1.613 0.271
C -5.235 -1.304 -0.678
C -4.816 -0.209 -1.326
N -3.599 0.176 -0.776
C -3.274 -0.715 0.221
S -2.022 -0.767 1.365
C -2.811 1.240 -1.286
C -3.358 2.150 -2.187
C -2.525 3.124 -2.703
C -1.210 3.194 -2.271
C -0.786 2.263 -1.340
N -1.567 1.297 -0.876
H -5.314 -3.183 1.151
H -4.049 -2.446 2.164
H -3.590 -3.502 0.822
H -6.128 -1.890 -0.798
H -5.282 0.317 -2.135
H -4.392 2.099 -2.492
H -2.900 3.826 -3.435
H -0.533 3.945 -2.652
H 0.225 2.265 -0.946
F 0.740 -1.016 -2.194
As -0.416 -2.104 -3.034
F -1.315 -0.725 -3.566
F 0.587 -1.994 -4.434
F -1.549 -3.165 -3.787
F 0.516 -3.464 -2.470
F -1.331 -2.156 -1.539
C 1.649 2.780 2.608
C 0.566 1.764 2.980
C -0.802 2.462 3.098
C 0.908 1.065 4.303
C 0.426 0.742 1.937
C 0.237 -0.150 1.105
H 1.698 3.572 3.357
H 1.439 3.231 1.637
H 2.622 2.291 2.561
H -0.774 3.193 3.909
H -1.579 1.729 3.313
H -1.057 2.972 2.169
H 1.033 1.798 5.102
H 1.827 0.488 4.202
H 0.107 0.379 4.578
I 5.519 2.497 1.162
C 4.735 1.279 -0.354
C 5.251 1.345 -1.638
C 4.691 0.533 -2.612
C 3.648 -0.307 -2.259
N 3.154 -0.361 -1.023
C 3.686 0.416 -0.079
H 6.069 2.013 -1.873
H 5.059 0.557 -3.627
H 3.187 -0.956 -2.994
H 3.259 0.314 0.911
Cl 2.979 -3.868 -0.829
C 2.236 -4.266 0.725
Cl 0.476 -4.107 0.580
Cl 2.637 -5.904 1.192
C 2.708 -3.153 1.777
O 3.157 -3.538 2.832
O 2.527 -1.997 1.314



Entry 6:
10
Properties=species:S:1:pos:R:3 method="wB97M-V/def2-TZVPD" mol_weight_g_mol=100.1 smiles="C#CC(=O)CS" spin_multiplicity=1 relative_energy_kcal_mol=48.39
C -1.110 0.435 0.508
C -0.608 -0.342 -0.742
C 0.790 -0.823 -0.732
C 1.928 -1.190 -0.648
H 0.926 1.555 1.164
H -2.147 0.693 0.376
H -1.055 -0.221 1.414
H 2.890 -1.564 -0.442
O -1.336 -0.529 -1.679
S -0.278 1.984 0.781



Entry 7:
12
Properties=species:S:1:pos:R:3 method="wB97M-V/def2-TZVPD" mol_weight_g_mol=86.1 spin_multiplicity=1 relative_energy_kcal_mol=166.32
C 1.640 0.064 -0.129
O 1.344 -0.376 1.186
C 0.262 -0.093 0.328
C -0.882 0.851 0.638
O -1.745 -0.224 0.463
C -0.837 -1.044 -0.010
H 2.072 -0.681 -0.797
H 2.058 1.068 -0.194
H -0.974 0.966 -1.370
H -1.042 1.433 1.539
H -1.065 -1.968 -0.517
H -0.929 0.304 -1.772



Entry 8:
51
Properties=species:S:1:pos:R:3 method="wB97M-V/def2-TZVPD" mol_weight_g_mol=451.6 spin_multiplicity=1 total_energy_ha=-1868.43270 charge=+4
C 6.280 -0.805 0.763
C 5.335 0.001 0.073
C 4.316 0.973 -0.829
C 2.791 1.054 -0.151
C 1.981 -0.267 -0.782
C 0.651 -0.667 0.150
C 0.615 -2.328 0.214
C 0.677 -3.014 1.701
N 0.400 -4.504 1.729
C -0.606 -2.794 -0.830
O -1.304 -3.934 -0.874
N -0.723 -1.527 -1.664
C -0.832 -0.425 -0.589
N -0.605 0.992 -1.150
C -1.887 1.789 -1.185
C -2.145 2.761 0.109
C -0.915 3.805 0.443
C 0.006 3.046 1.614
C -1.941 -0.597 0.605
Cl -1.630 -0.182 2.423
C -3.353 -1.078 0.324
C -3.924 -1.483 -1.155
Cl -4.591 -1.206 1.747
H 7.254 -1.191 1.325
H 4.254 0.553 -1.933
H 4.824 2.048 -0.900
H 2.885 0.842 1.000
H 2.284 2.072 -0.425
H 2.791 -1.131 -0.800
H 1.679 -0.100 -1.919
H 0.886 -0.067 1.125
H 1.542 -2.853 -0.324
H 0.006 -2.504 2.514
H 1.803 -2.886 2.077
H -0.491 -4.710 2.233
H 0.442 -4.943 0.783
H -1.441 -1.504 -2.418
H -0.238 0.955 -2.126
H -2.863 1.165 -1.351
H -1.801 2.512 -2.132
H -2.479 2.169 1.076
H -3.081 3.449 -0.169
H -1.369 4.766 0.986
H -0.296 4.091 -0.509
H 0.528 2.150 1.062
H -0.650 2.574 2.471
H 0.868 3.733 2.027
H -3.615 -0.768 -2.029
H -3.444 -2.544 -1.420
H -5.087 -1.641 -1.184
Zr -3.787 4.155 -1.728



Entry 9:
68
Properties=species:S:1:pos:R:3 method="wB97M-V/def2-TZVPD" mol_weight_g_mol=752.7 spin_multiplicity=1 total_energy_ha=-3160.05217 charge=+1
C 4.268 2.121 0.292
C 3.454 2.448 1.501
I 4.398 3.816 2.781
C 2.272 1.903 1.747
I 1.182 2.335 3.500
N 1.713 0.923 0.885
C 0.421 1.240 0.406
N 0.195 2.532 -0.062
F 0.467 2.678 -1.406
C -0.749 3.466 0.474
C -0.247 4.899 0.422
O -0.459 5.609 -0.543
O 0.406 5.287 1.529
N -0.417 0.263 0.355
P -0.030 -1.457 0.903
C 0.086 -1.210 2.701
O 1.442 -1.756 0.344
P -2.153 0.318 -0.284
O -2.095 1.463 -1.418
Cl -3.176 1.211 1.275
H 4.971 1.338 0.541
H 3.687 1.811 -0.561
H 4.871 2.974 0.043
H 2.287 0.797 0.052
H -1.042 3.197 1.471
H -1.659 3.476 -0.111
H 0.240 6.224 1.663
H -0.176 -0.202 2.972
H 1.046 -1.502 3.100
H -0.695 -1.839 3.094
H 1.395 -2.552 -0.189
H -2.885 2.013 -1.351
C 0.125 -0.356 -4.745
C -0.257 -1.651 -4.048
C -1.737 -1.959 -4.206
O 0.078 -1.574 -2.655
H -0.425 0.486 -4.314
H 1.188 -0.150 -4.617
H -0.094 -0.401 -5.811
H 0.333 -2.472 -4.455
H -2.342 -1.164 -3.759
H -1.991 -2.888 -3.697
H -2.011 -2.052 -5.257
H -0.434 -0.853 -2.284
C -5.721 -2.806 -1.950
C -5.735 -2.088 -0.610
C -7.151 -1.885 -0.098
O -5.070 -0.821 -0.727
H -6.252 -2.220 -2.704
H -4.697 -2.940 -2.303
H -6.194 -3.785 -1.878
H -5.161 -2.662 0.118
H -7.726 -1.271 -0.796
H -7.142 -1.367 0.861
H -7.665 -2.838 0.027
H -5.561 -0.295 -1.366
C 5.149 -0.269 3.865
C 4.634 -1.550 3.228
C 5.355 -1.855 1.925
O 3.226 -1.443 2.993
H 4.981 0.584 3.198
H 4.618 -0.062 4.794
H 6.215 -0.333 4.080
H 4.764 -2.381 3.921
H 5.193 -1.049 1.202
H 4.970 -2.773 1.480
H 6.427 -1.968 2.083
H 3.093 -0.712 2.380



Entry 10:
97
Properties=species:S:1:pos:R:3 method="wB97M-V/def2-TZVPD" mol_weight_g_mol=633.9 spin_multiplicity=1 relative_energy_kcal_mol=35.65 charge=+1
C 0.563 6.287 1.266
C 1.301 4.982 1.114
C 0.726 4.029 0.290
C 1.211 2.703 0.302
C 0.543 1.614 -0.249
C 2.360 2.381 1.079
N 2.724 1.017 1.076
C 2.488 0.102 0.105
N 3.369 -0.934 0.268
C 3.948 -1.785 -0.725
C 4.620 -1.214 -1.811
C 4.645 0.274 -1.993
C 5.404 -2.035 -2.638
C 5.551 -3.410 -2.395
C 6.306 -4.309 -3.333
C 4.986 -3.914 -1.217
C 4.178 -3.128 -0.392
C 3.607 -3.714 0.856
C 3.964 -0.765 1.530
C 3.536 0.392 2.037
C 3.064 3.384 1.757
C 4.391 3.191 2.409
C 2.495 4.672 1.791
H 1.139 7.022 1.830
H 0.318 6.701 0.278
H -0.387 6.122 1.799
H -0.157 4.285 -0.307
H 2.052 0.288 -0.872
H 0.152 0.871 0.450
H 0.154 1.588 -1.274
H 5.101 0.491 -2.964
H 3.657 0.751 -1.985
H 5.265 0.772 -1.227
H 5.944 -1.557 -3.452
H 6.180 -5.354 -3.045
H 5.951 -4.224 -4.364
H 7.384 -4.108 -3.353
H 5.187 -4.941 -0.923
H 3.639 -4.806 0.774
H 4.193 -3.439 1.742
H 2.568 -3.416 1.037
H 4.743 -1.429 1.882
H 3.806 0.865 2.967
H 4.889 4.162 2.506
H 4.305 2.782 3.422
H 5.057 2.542 1.833
H 3.003 5.464 2.341
C -5.654 2.053 -3.148
C -4.857 2.306 -4.423
N -3.685 1.474 -4.455
C -2.900 1.242 -5.652
C -1.702 0.402 -5.148
C -1.888 0.329 -3.667
C -1.168 -0.276 -2.656
C -1.625 -0.178 -1.300
C -0.910 -0.874 -0.263
C -1.557 -1.344 0.912
C -0.809 -1.826 2.046
C -1.468 -2.155 3.212
C -2.859 -1.969 3.285
N -3.348 -2.353 4.486
C -4.747 -2.359 4.811
C -5.526 -1.409 3.904
C -5.132 -1.505 2.420
C -3.654 -1.564 2.204
C -2.992 -1.332 1.014
C -2.315 -2.898 5.346
C -1.017 -2.722 4.523
C -2.733 0.704 -1.020
C -3.524 1.231 -2.033
C -3.061 1.026 -3.344
C -4.785 2.016 -1.872
H -6.414 2.831 -3.047
H -6.183 1.097 -3.246
H -5.457 2.074 -5.314
H -4.567 3.374 -4.480
H -3.498 0.720 -6.414
H -2.567 2.199 -6.083
H -1.717 -0.590 -5.611
H -0.755 0.875 -5.433
H -0.246 -0.810 -2.868
H 0.127 -1.161 -0.442
H 0.278 -1.877 1.986
H -5.153 -3.385 4.715
H -4.845 -2.057 5.863
H -6.592 -1.613 4.017
H -5.356 -0.380 4.246
H -5.599 -2.396 1.974
H -5.553 -0.648 1.882
H -3.604 -1.103 0.141
H -2.279 -2.347 6.298
H -2.520 -3.959 5.571
H -0.518 -3.689 4.401
H -0.307 -2.069 5.046
H -2.951 1.013 0.008
H -4.562 3.048 -1.560
H -5.370 1.579 -1.057